1.
# C23H41GdIP2

A molecular structure, C23H41GdIP2 (ωB97M-V/def2-TZVPD, OMol25).

Each line ends with the Löwdin charge.
Geometry (Å):
Gd  1.86  0.25  1.12  0.775
C  -0.03  -0.40  2.94  -0.319
C  0.15  -1.59  2.17  -0.316
C  2.15  -1.12  3.24  -0.361
C  1.21  -0.09  3.58  -0.359
C  1.49  -2.06  2.39  -0.318
C  -1.33  0.27  3.23  -0.052
H  -1.34  1.33  2.93  0.079
H  -1.55  0.25  4.31  0.098
H  -2.17  -0.22  2.73  0.073
C  1.46  1.02  4.53  -0.034
H  0.52  1.52  4.79  0.080
H  2.14  1.77  4.12  0.065
H  1.92  0.64  5.46  0.091
C  3.53  -1.24  3.79  -0.044
H  3.52  -1.03  4.87  0.090
H  4.22  -0.53  3.33  0.019
H  3.93  -2.25  3.64  0.080
C  1.98  -3.43  2.09  -0.034
H  2.49  -3.84  2.97  0.093
H  2.70  -3.46  1.26  0.058
H  1.15  -4.10  1.84  0.082
C  -0.90  -2.38  1.48  -0.051
H  -1.08  -3.33  2.00  0.096
H  -0.61  -2.63  0.45  0.054
H  -1.85  -1.84  1.43  0.072
C  -3.42  1.99  0.15  -0.082
C  -4.19  1.14  -0.55  -0.089
C  -3.99  0.61  -1.94  -0.172
C  -2.85  1.22  -2.80  -0.164
C  -1.51  0.49  -2.58  -0.387
C  -1.24  0.06  -1.19  -0.287
C  -1.05  1.14  -0.13  -0.254
C  -2.01  2.35  -0.18  -0.184
H  -4.94  0.76  -2.48  0.127
H  -2.76  2.30  -2.63  0.094
H  -3.87  -0.49  -1.92  0.121
H  -1.90  2.84  -1.16  0.074
H  -3.81  2.47  1.06  0.115
H  -5.15  0.84  -0.12  0.111
H  -1.65  3.10  0.55  0.126
H  -1.15  0.67  0.86  0.075
H  -1.77  -0.84  -0.85  0.107
H  -0.01  1.59  -0.18  0.051
H  -3.13  1.12  -3.86  0.123
H  -1.54  -0.39  -3.24  0.117
P  0.10  1.33  -3.02  0.937
C  0.12  3.12  -2.97  -0.151
C  0.24  0.78  -4.74  -0.156
P  0.94  -0.78  -1.06  0.793
C  1.51  0.59  -2.20  -0.415
C  0.46  -2.14  -2.19  -0.211
C  2.75  -1.38  -0.65  -0.283
H  0.42  3.51  -1.98  0.080
H  -0.88  3.51  -3.22  0.071
H  0.83  3.48  -3.72  0.076
H  0.70  1.58  -5.34  0.069
H  -0.75  0.55  -5.15  0.069
H  0.87  -0.12  -4.81  0.063
H  3.27  -1.30  -1.61  0.057
H  2.71  -2.43  -0.36  0.033
H  3.42  -0.83  0.07  -0.028
H  2.09  1.39  -1.69  0.073
H  2.15  0.16  -2.99  0.080
H  0.73  -3.09  -1.73  0.064
H  1.00  -2.07  -3.15  0.058
H  -0.62  -2.13  -2.37  0.044
I  4.29  1.78  1.38  0.038

Computed properties:
**Net charge**: +1
**Expectation value of S²**: 15.807
**DFT total energy**: -2646.61502 a.u.
**ΔE to the lowest compared entry with this formula, charge and spin**: 1.701 eV
**Gap between HOMO and LUMO (alpha / beta)**: 5.80 / 5.36 eV
**2S+1**: 8

***

2.
# C3H4Cl3N3

A gas-phase ion, C3H4Cl3N3 (charge +2) (ωB97M-V/def2-TZVPD, OMol25).

Each line ends with the natural charge from an NBO analysis.
Geometry (Å):
H  2.42  -0.45  -0.26  0.436
N  1.45  -0.23  -0.28  -0.640
C  0.82  0.06  -1.34  0.362
Cl  1.52  0.42  -2.83  0.218
N  -0.57  -0.13  -1.27  -0.508
C  -1.23  -0.37  -0.21  0.440
N  -0.88  -0.30  1.07  -0.574
C  0.13  0.61  1.64  0.229
Cl  1.10  0.11  2.91  0.405
Cl  0.06  2.18  1.16  0.388
H  -1.11  -0.27  -2.11  0.486
H  -2.27  -0.77  -0.12  0.285
H  -1.43  -0.86  1.65  0.473

Computed properties:
**Net charge**: +2
**DFT total energy**: -1660.79165 a.u.
**ΔE to the lowest compared entry with this formula, charge and spin**: 1.959 eV
**Gap between HOMO and LUMO**: 8.00 eV

***

3.
# C4H4BrI

2 unconnected molecules or ions with the total composition C4H4BrI (ωB97M-V/def2-TZVPD, OMol25).

Each line ends with the natural charge from an NBO analysis.
Geometry (Å):
C  0.70  -0.14  -1.68  -0.421
C  0.82  0.82  -0.81  -0.247
Br  1.14  2.70  -1.22  0.014
H  0.80  0.01  -2.85  0.208
H  0.63  -1.20  -1.55  0.222
H  0.81  0.64  0.28  0.221
C  -1.92  -0.35  1.59  -0.201
C  -0.90  -0.75  2.12  -0.313
I  0.68  -1.77  2.78  0.304
H  -2.77  0.05  1.35  0.213

Computed properties:
**Net charge**: 0
**DFT total energy**: -3026.38561 a.u.
**ΔE to the lowest compared entry with this formula, charge and spin**: 2.526 eV
**Gap between HOMO and LUMO**: 9.89 eV

***

4.
# C19H38NO4P3Pt

A molecular structure, C19H38NO4P3Pt (ωB97M-V/def2-TZVPD, OMol25).

Each line ends with the natural charge from an NBO analysis.
Geometry (Å):
P  2.85  -0.69  0.03  1.394
C  3.55  -0.97  1.69  -0.960
H  4.57  -1.37  1.57  0.309
H  2.92  -1.69  2.21  0.300
H  3.57  -0.02  2.23  0.266
C  3.25  -2.26  -0.83  -0.958
H  3.13  -2.17  -1.91  0.252
H  2.59  -3.05  -0.46  0.281
H  4.29  -2.53  -0.60  0.320
C  3.98  0.52  -0.72  -0.975
H  4.99  0.09  -0.77  0.323
H  3.99  1.42  -0.09  0.281
H  3.64  0.79  -1.72  0.247
P  -0.86  2.86  -0.75  1.074
C  -0.88  3.65  0.88  -0.958
H  -1.34  4.64  0.79  0.303
H  0.14  3.76  1.26  0.272
H  -1.46  3.03  1.57  0.257
C  0.15  3.98  -1.78  -0.960
H  0.14  3.67  -2.83  0.247
H  1.19  3.96  -1.42  0.266
H  -0.24  5.00  -1.69  0.303
C  -2.56  3.02  -1.35  -0.958
H  -2.79  4.07  -1.54  0.300
H  -3.23  2.63  -0.58  0.267
H  -2.71  2.44  -2.27  0.238
P  -2.23  -1.95  0.25  1.527
C  -3.00  -2.40  1.80  -0.981
H  -3.67  -3.25  1.59  0.320
H  -3.59  -1.55  2.18  0.291
H  -2.25  -2.70  2.54  0.304
C  -3.47  -1.85  -1.03  -0.980
H  -4.20  -2.66  -0.86  0.333
H  -3.04  -1.98  -2.03  0.267
H  -3.98  -0.88  -0.98  0.289
C  -0.94  -3.13  -0.11  -0.996
H  -1.39  -4.14  -0.14  0.330
H  -0.19  -3.10  0.69  0.327
H  -0.46  -2.93  -1.07  0.255
Pt  -0.24  0.48  -1.14  0.701
C  1.03  0.68  0.31  0.315
O  1.23  1.31  1.31  -0.406
C  -1.51  -0.22  0.37  0.098
O  -1.82  0.42  1.37  -0.277
C  -1.31  -0.11  -3.03  -0.260
C  -0.67  -1.37  -2.99  -0.193
C  0.72  -1.43  -2.98  -0.216
C  1.50  -0.28  -3.03  -0.102
C  0.87  0.99  -3.06  -0.275
C  -0.54  1.07  -3.27  -0.168
H  -2.40  -0.03  -2.99  0.283
H  -1.26  -2.28  -3.01  0.268
H  1.22  -2.41  -2.97  0.275
H  2.58  -0.34  -3.12  0.258
H  1.48  1.90  -3.05  0.290
H  -1.03  2.01  -3.48  0.287
N  0.24  0.09  4.32  -0.665
C  -0.28  -1.30  4.53  -0.341
C  0.29  -2.11  3.35  0.725
O  0.48  -3.32  3.54  -0.573
O  0.46  -1.40  2.31  -0.891
H  1.26  0.08  4.23  0.445
H  -0.01  0.71  5.09  0.455
H  -0.14  0.46  3.43  0.439
H  0.05  -1.67  5.51  0.283
H  -1.37  -1.26  4.48  0.233

Computed properties:
**Net charge**: +4
**Expectation value of S²**: 6.025
**DFT total energy**: -2244.15361 a.u.
**Gap between HOMO and LUMO (alpha / beta)**: 6.29 / 3.04 eV
**2S+1**: 5

***

5.
# C42H57BrN9O8P2Pb

A molecular structure, C42H57BrN9O8P2Pb (ωB97M-V/def2-TZVPD, OMol25).

Each line ends with the Löwdin charge.
Geometry (Å):
Pb  1.42  -0.90  -0.14  1.341
O  2.11  3.73  -3.11  0.004
C  2.97  2.90  -3.81  -0.279
C  3.36  3.28  -5.08  -0.022
C  4.19  2.44  -5.81  -0.085
C  4.63  1.24  -5.27  -0.084
C  4.20  0.86  -4.00  -0.018
C  3.36  1.68  -3.27  -0.109
C  2.67  1.18  -2.01  -0.504
O  2.98  -0.08  -1.66  -0.340
N  2.89  2.19  -0.90  -0.017
N  2.40  1.76  0.28  -0.025
C  2.62  2.42  1.35  -0.191
C  2.15  2.01  2.67  -0.599
Br  2.01  0.13  3.02  0.766
C  1.94  2.85  3.68  -0.101
C  1.94  4.32  3.55  -0.233
C  2.56  5.10  4.52  -0.033
C  2.56  6.48  4.42  -0.075
C  1.91  7.11  3.37  -0.081
C  1.26  6.34  2.41  -0.076
C  1.28  4.96  2.50  -0.045
H  2.12  3.45  -2.17  0.075
H  3.02  4.22  -5.49  0.115
H  4.49  2.72  -6.81  0.104
H  5.28  0.59  -5.83  0.101
H  4.48  -0.09  -3.56  0.112
H  1.59  1.32  -2.22  0.096
H  3.80  2.64  -0.88  0.150
H  3.18  3.36  1.33  0.139
H  1.73  2.45  4.66  0.109
H  3.07  4.62  5.35  0.116
H  3.07  7.08  5.17  0.107
H  1.91  8.19  3.29  0.105
H  0.73  6.82  1.60  0.104
H  0.75  4.36  1.76  0.112
C  -4.16  -0.04  4.74  -0.033
C  -4.32  0.72  3.43  -0.451
C  -4.99  2.06  3.65  -0.034
O  -3.00  0.95  2.88  -0.181
P  -2.42  0.25  1.58  0.478
O  -0.99  0.56  1.46  -0.307
C  -2.93  -1.49  1.69  -0.189
P  -1.86  -2.69  0.82  0.453
O  -0.43  -2.59  1.12  -0.366
O  -2.18  -2.58  -0.72  -0.185
C  -3.45  -2.98  -1.29  -0.438
C  -4.06  -1.79  -2.01  -0.030
C  -3.19  -4.16  -2.21  -0.028
O  -2.55  -4.07  1.17  -0.194
C  -2.57  -4.79  2.43  -0.435
C  -2.89  -6.23  2.08  -0.040
C  -1.27  -4.65  3.19  -0.051
O  -3.33  0.77  0.37  -0.199
C  -3.50  2.21  0.19  -0.426
C  -2.27  2.89  -0.39  -0.028
C  -4.73  2.38  -0.67  -0.035
H  -5.14  -0.25  5.17  0.090
H  -3.59  0.56  5.44  0.095
H  -3.63  -0.98  4.59  0.065
H  -4.91  0.13  2.72  0.134
H  -4.31  2.72  4.20  0.097
H  -5.90  1.93  4.22  0.090
H  -5.24  2.54  2.71  0.070
H  -3.95  -1.58  1.32  0.085
H  -2.90  -1.77  2.74  0.067
H  -4.12  -3.31  -0.49  0.129
H  -3.47  -1.53  -2.89  0.077
H  -4.09  -0.93  -1.35  0.063
H  -5.08  -2.04  -2.33  0.091
H  -2.53  -3.87  -3.02  0.076
H  -4.13  -4.53  -2.63  0.091
H  -2.72  -4.97  -1.65  0.085
H  -3.39  -4.37  3.03  0.140
H  -2.09  -6.64  1.47  0.091
H  -3.82  -6.28  1.52  0.084
H  -2.99  -6.82  2.99  0.088
H  -0.43  -4.96  2.56  0.091
H  -1.29  -5.30  4.07  0.090
H  -1.09  -3.63  3.52  0.074
H  -3.68  2.64  1.18  0.117
H  -2.15  2.64  -1.44  0.054
H  -1.38  2.58  0.14  0.066
H  -2.39  3.97  -0.31  0.093
H  -4.57  1.90  -1.64  0.078
H  -4.93  3.44  -0.83  0.089
H  -5.60  1.91  -0.20  0.083
C  6.47  -2.40  2.80  -0.068
C  5.84  -1.24  2.35  -0.070
C  4.85  -1.32  1.39  -0.052
C  4.49  -2.56  0.87  -0.254
C  5.13  -3.72  1.31  -0.017
C  6.12  -3.64  2.27  -0.071
N  3.45  -2.59  -0.08  -0.004
N  3.50  -3.53  -0.88  0.112
C  2.52  -3.58  -1.89  -0.300
C  2.75  -4.53  -2.88  0.012
C  1.86  -4.62  -3.94  -0.039
C  0.78  -3.76  -3.97  -0.035
C  0.62  -2.85  -2.93  -0.118
N  1.46  -2.76  -1.91  0.049
H  7.23  -2.33  3.57  0.108
H  6.13  -0.28  2.75  0.110
H  4.38  -0.43  0.98  0.081
H  4.83  -4.67  0.89  0.107
H  6.61  -4.53  2.62  0.108
H  3.63  -5.15  -2.81  0.118
H  2.01  -5.35  -4.72  0.116
H  0.06  -3.79  -4.78  0.111
H  -0.21  -2.16  -2.92  0.085
N  -2.67  2.33  -4.95  0.180
C  -1.64  2.06  -4.12  -0.494
N  -0.65  2.95  -4.05  0.220
N  -1.71  0.95  -3.44  0.130
C  -0.92  0.47  -2.54  -0.316
N  -0.32  -0.07  -1.70  0.085
H  -2.70  3.17  -5.50  0.113
H  -3.45  1.70  -4.98  0.115
H  -0.65  3.78  -4.62  0.122
H  0.18  2.82  -3.48  0.089

Computed properties:
**Net charge**: +1
**DFT total energy**: -6178.97640 a.u.
**ΔE to the lowest compared entry with this formula, charge and spin**: 1.431 eV
**Gap between HOMO and LUMO**: 7.14 eV